Entry 1:
21
Properties=species:S:1:pos:R:3:forces:R:3 method="wB97M-V/def2-TZVPD" de_lowest_ev=4.287 homo_ev=-8.934 energy_ev=-7482.0076 largest_force_ev_per_a=5.46 smiles="C=C(CC)CCC"
H -0.48511 -3.77781 1.91278 1.246 0.836 -1.636
C -0.58716 -1.83034 0.95542 -1.752 4.119 -0.655
C -0.68177 2.66808 -1.39278 -2.941 2.292 2.302
H -0.44012 3.57465 -0.89066 2.730 0.593 0.408
H 1.16048 -3.09271 1.21340 -0.325 0.289 1.169
H -0.26131 2.46189 -2.29284 1.181 -0.154 -2.630
H 1.21780 -1.20609 -0.48105 -2.381 0.025 1.459
H -1.81180 0.95647 -0.55275 2.287 0.291 -0.542
H -0.45868 -0.99734 -1.07338 0.720 0.324 1.416
C 0.13574 -0.80446 -0.09391 1.755 -2.761 -3.954
H -1.57680 -1.98447 0.47903 0.457 -0.197 0.090
C -0.81571 1.55950 -0.45285 -1.376 -0.945 5.201
H 2.68040 0.53621 -0.04812 -0.635 -0.894 0.412
H -1.16417 2.05038 0.59560 1.026 -0.822 -1.930
C 1.71231 1.01839 0.02946 1.842 4.977 1.266
C 0.46918 0.67968 -0.12186 -4.178 -2.029 0.080
C 0.06388 -3.13038 1.11790 0.828 -2.002 -0.447
H 0.11082 -3.55906 0.07859 -0.857 -0.402 0.951
H 1.85638 2.13048 0.36197 -0.027 -1.604 -1.372
H -0.95814 -1.27325 1.85507 1.135 -0.540 -0.167
H -1.64853 3.21776 -1.40593 -0.734 -1.397 -1.422

=====

Entry 2:
20
Properties=species:S:1:pos:R:3:forces:R:3 method="wB97M-V/def2-TZVPD" de_lowest_ev=0.000 homo_ev=-8.668 energy_ev=-31139.1479 largest_force_ev_per_a=1.19 smiles=Oc1ccccc1.CSS
C 1.78558 1.04462 0.55792 0.149 0.069 -0.038
H -0.78053 1.45884 -0.58400 -0.102 -0.015 -0.246
H 2.76024 1.39616 0.19449 -0.485 -0.167 0.179
H -0.81659 -2.58520 -2.24255 0.034 0.405 0.055
C 0.22137 -0.75796 0.89574 0.132 -0.034 0.129
S -2.00192 -0.65035 -1.53483 0.049 0.029 -0.200
C -0.57871 -1.50818 -2.23558 0.570 -0.267 -0.366
C -0.34556 1.48375 1.59194 -0.074 -0.008 0.273
C 1.45793 -0.30353 0.43633 0.139 -0.092 -0.099
S -1.45799 1.31380 -1.74267 -0.071 -0.034 -0.091
H -0.37780 -1.18556 -3.27104 -0.239 -0.071 0.438
H -1.65397 -0.22635 1.83441 0.418 0.155 -0.192
C 0.88805 1.94450 1.13509 0.207 0.261 0.048
C -0.68177 0.13498 1.47403 -0.130 -0.066 0.248
H 1.15104 3.00642 1.22869 -0.136 -0.543 -0.055
H 0.33373 -1.35330 -1.63552 -0.522 -0.044 -0.232
O -0.04712 -2.09564 0.74993 -0.982 0.215 0.636
H -0.94780 -2.27384 1.11485 1.023 0.199 -0.491
H 2.15349 -1.02310 -0.01536 -0.323 0.354 0.241
H -1.06168 2.17993 2.04812 0.342 -0.344 -0.236

=====

Entry 3:
19
Properties=species:S:1:pos:R:3:forces:R:3 method="wB97M-V/def2-TZVPD" de_lowest_ev=2.268 charge=-1 homo_ev=-3.621 energy_ev=-11505.7991 largest_force_ev_per_a=0.66
C 0.37408 -0.95287 0.66566 -0.291 0.591 -0.019
H 1.19947 -1.45161 1.18280 0.219 -0.053 -0.330
C -0.93848 -1.75704 0.82815 0.202 -0.205 0.170
H 2.15946 0.88801 -0.20458 -0.005 -0.012 0.198
H -1.06421 -2.31365 -0.12628 0.006 -0.218 -0.108
O -1.91203 1.41840 0.84724 -0.046 -0.371 -0.207
H 1.92202 0.75664 -1.92354 -0.078 -0.032 -0.041
H -0.72401 -2.54606 1.58716 -0.164 0.032 0.025
H 1.26736 -1.36545 -1.27112 -0.107 -0.179 -0.093
O 0.77607 3.00258 -0.49099 -0.046 0.310 -0.050
H -1.97634 0.31049 0.98148 0.139 0.499 -0.102
H 0.22784 0.00080 1.18070 -0.037 -0.122 0.236
C 1.39006 0.73468 -0.95922 0.211 0.281 -0.368
C 0.51059 1.95945 -1.02528 0.017 -0.609 -0.002
H -1.15249 1.68149 1.36953 0.011 0.118 0.133
H -0.31347 -0.57600 -1.29506 0.121 0.162 -0.176
C 0.66227 -0.59082 -0.79863 0.065 -0.289 0.425
H -0.37470 1.81735 -1.68187 -0.037 0.276 0.216
O -2.03349 -1.01638 1.13386 -0.179 -0.180 0.092

=====

Entry 4:
20
Properties=species:S:1:pos:R:3:forces:R:3 method="wB97M-V/def2-TZVPD" de_lowest_ev=0.947 homo_ev=-9.085 energy_ev=-10953.8247 largest_force_ev_per_a=0.99 smiles=CCNCO.O.O
H -1.15167 -3.68719 -0.99124 0.030 -0.112 -0.015
H -0.38893 2.34172 2.57349 -0.164 -0.013 0.266
C -0.32395 0.31064 1.89290 -0.615 0.273 0.317
H 2.61348 1.50412 -4.09983 0.233 0.079 0.154
H -1.81164 -5.01268 -1.34620 0.028 -0.019 0.001
N -1.17763 0.79523 0.80379 -0.125 0.234 0.204
H 0.08373 0.88671 -0.84416 -0.030 0.352 0.038
O -0.97514 -4.63583 -1.05713 -0.077 0.235 0.017
C 0.21277 1.45731 2.77617 0.350 0.086 -0.926
O -0.80638 -0.93753 -0.84752 -0.099 -0.123 0.030
C -0.87907 0.47497 -0.54149 0.106 -0.563 -0.010
H -0.93970 -0.34764 2.51310 0.211 -0.113 -0.009
H -2.16320 0.69078 1.01522 0.277 -0.070 -0.085
H 0.48551 -0.29793 1.49923 0.117 -0.063 -0.072
H 1.23239 1.73531 2.46639 -0.213 -0.155 0.294
H 4.01238 2.10277 -4.24717 -0.050 -0.029 0.069
H -1.68943 0.85977 -1.15785 0.168 0.077 -0.116
O 3.38794 1.77857 -3.58885 -0.193 -0.057 -0.217
H 0.08872 -1.23239 -0.65212 -0.060 -0.021 -0.027
H 0.18982 1.21326 3.83327 0.107 0.002 0.088

=====

Copy entry 4 word for word.
20
Properties=species:S:1:pos:R:3:forces:R:3 method="wB97M-V/def2-TZVPD" de_lowest_ev=0.947 homo_ev=-9.085 energy_ev=-10953.8247 largest_force_ev_per_a=0.99 smiles=CCNCO.O.O
H -1.15167 -3.68719 -0.99124 0.030 -0.112 -0.015
H -0.38893 2.34172 2.57349 -0.164 -0.013 0.266
C -0.32395 0.31064 1.89290 -0.615 0.273 0.317
H 2.61348 1.50412 -4.09983 0.233 0.079 0.154
H -1.81164 -5.01268 -1.34620 0.028 -0.019 0.001
N -1.17763 0.79523 0.80379 -0.125 0.234 0.204
H 0.08373 0.88671 -0.84416 -0.030 0.352 0.038
O -0.97514 -4.63583 -1.05713 -0.077 0.235 0.017
C 0.21277 1.45731 2.77617 0.350 0.086 -0.926
O -0.80638 -0.93753 -0.84752 -0.099 -0.123 0.030
C -0.87907 0.47497 -0.54149 0.106 -0.563 -0.010
H -0.93970 -0.34764 2.51310 0.211 -0.113 -0.009
H -2.16320 0.69078 1.01522 0.277 -0.070 -0.085
H 0.48551 -0.29793 1.49923 0.117 -0.063 -0.072
H 1.23239 1.73531 2.46639 -0.213 -0.155 0.294
H 4.01238 2.10277 -4.24717 -0.050 -0.029 0.069
H -1.68943 0.85977 -1.15785 0.168 0.077 -0.116
O 3.38794 1.77857 -3.58885 -0.193 -0.057 -0.217
H 0.08872 -1.23239 -0.65212 -0.060 -0.021 -0.027
H 0.18982 1.21326 3.83327 0.107 0.002 0.088